[1]
# C36H59N6O4S2SiTi

C36H59N6O4S2SiTi as an isolated structure (the ωB97M-V functional and the def2-TZVPD basis, the Open Molecules 2025 dataset).

The charge is +3. The calculation puts the frontier orbital gap at 0.2146 Ha. The LUMO energy is -0.3442 Ha. The energy above the lowest of the compared OMol25 structures with the same formula, charge and spin comes out at 81.8 kJ/mol. The spin multiplicity is 1. The value obtained for the molar mass is 780.0 g/mol.

Each line ends with the Löwdin charge.
Positions of all 109 atoms, in Å:
Ti: -0.191238 0.201248 0.350170  0.843
C: 5.124414 -1.225695 -1.402042  -0.014
C: 4.170973 -1.393672 -2.573874  -0.578
C: 4.707892 -0.688393 -3.805205  -0.015
C: 3.891329 -2.860288 -2.839421  -0.003
O: 2.892851 -0.739157 -2.158574  -0.167
Si: 1.774278 -0.188474 -3.175901  -0.010
S: -0.057733 0.163837 -1.813985  0.565
O: 1.278965 -1.230059 -4.244237  -0.111
C: 0.476059 -1.878254 -5.282788  -0.587
C: 1.413632 -2.128853 -6.453096  0.000
C: -0.023802 -3.187616 -4.694382  -0.025
C: -0.676331 -0.965463 -5.655826  -0.012
O: 2.111854 1.318102 -3.567032  -0.146
C: 1.815110 2.324223 -4.586467  -0.595
C: 2.265769 1.792268 -5.931918  0.001
C: 0.322303 2.606283 -4.549635  -0.013
C: 2.625464 3.546567 -4.181798  -0.008
H: 6.072139 -1.713360 -1.623275  0.107
H: 4.721638 -1.685489 -0.502996  0.073
H: 5.331369 -0.172102 -1.215881  0.096
H: 5.682474 -1.098545 -4.065760  0.113
H: 4.821562 0.379110 -3.625326  0.096
H: 4.054889 -0.835460 -4.666083  0.084
H: 4.829905 -3.383508 -3.022252  0.109
H: 3.257846 -2.993215 -3.710984  0.074
H: 3.409535 -3.320730 -1.976541  0.090
H: 2.193786 -2.838703 -6.182632  0.094
H: 1.880362 -1.204366 -6.787699  0.081
H: 0.854042 -2.544788 -7.289999  0.107
H: 0.813429 -3.772225 -4.313633  0.089
H: -0.529993 -3.769636 -5.463055  0.108
H: -0.739197 -2.997194 -3.895824  0.049
H: -0.333160 -0.068788 -6.169280  0.080
H: -1.246530 -0.681444 -4.770433  0.081
H: -1.349999 -1.491846 -6.331331  0.108
H: 1.728934 0.883834 -6.199192  0.061
H: 3.334311 1.583437 -5.925870  0.101
H: 2.073174 2.534684 -6.705317  0.110
H: -0.258644 1.708843 -4.765432  0.068
H: 0.063112 3.358617 -5.293152  0.108
H: 0.030262 2.988756 -3.569353  0.074
H: 3.682860 3.297682 -4.110516  0.097
H: 2.290324 3.935371 -3.219949  0.079
H: 2.510790 4.336035 -4.921998  0.105
C: 2.035502 -2.260830 0.764897  -0.074
N: 1.527662 -1.253972 1.725751  -0.255
C: 1.148584 -1.988650 2.948608  -0.050
C: 2.632608 -0.362448 2.099615  -0.175
C: 2.894061 0.602892 0.984262  -0.168
N: 1.715872 1.487521 0.723152  -0.279
C: 2.234021 2.408037 -0.348589  -0.061
C: 1.498758 2.355061 1.914421  -0.054
H: 2.983460 -2.669319 1.128549  0.115
H: 2.187043 -1.829780 -0.224771  0.060
H: 1.325889 -3.076019 0.679347  0.068
H: 2.032600 -2.475357 3.373206  0.122
H: 0.433466 -2.775202 2.723603  0.088
H: 0.741377 -1.309438 3.696586  0.096
H: 3.537898 -0.941077 2.318327  0.149
H: 2.369971 0.150851 3.025075  0.122
H: 3.113436 0.089140 0.046265  0.098
H: 3.753634 1.237417 1.221458  0.146
H: 1.701785 3.351603 -0.335786  0.083
H: 2.178820 1.944284 -1.328993  0.057
H: 3.276095 2.646230 -0.127226  0.116
H: 2.416728 2.905009 2.143105  0.125
H: 1.232060 1.765126 2.787867  0.071
H: 0.708213 3.075978 1.706667  0.087
N: -2.022364 -3.475895 1.497512  0.172
C: -1.809554 -4.571819 0.614970  -0.221
C: -2.250487 -5.832787 0.975829  0.010
C: -2.025938 -6.904007 0.117351  -0.030
C: -1.350358 -6.702500 -1.075452  -0.035
C: -0.898186 -5.434937 -1.420227  -0.067
C: -1.141661 -4.360105 -0.576885  -0.425
S: -0.636405 -2.751314 -1.111264  0.998
N: -0.824547 -1.806439 0.339038  -0.375
C: -1.508402 -2.246847 1.359480  -0.340
C: -1.724751 -1.288166 2.487119  -0.208
C: -2.420824 -1.600610 3.649306  0.046
C: -2.539794 -0.643607 4.649345  0.022
C: -1.968540 0.603623 4.459511  0.015
C: -1.309466 0.849325 3.266618  -0.096
N: -1.178445 -0.070228 2.305528  0.004
H: -2.562907 -3.681833 2.320605  0.140
H: -2.767996 -5.984573 1.914072  0.127
H: -2.373929 -7.890414 0.387125  0.126
H: -1.168988 -7.532762 -1.743076  0.126
H: -0.368077 -5.287853 -2.351789  0.108
H: -2.872974 -2.567566 3.812959  0.129
H: -3.076378 -0.875557 5.558822  0.140
H: -2.038256 1.380781 5.207241  0.135
H: -0.892341 1.825962 3.059761  0.113
O: -2.785281 -0.141644 0.176081  -0.105
C: -3.494876 0.919937 0.796733  -0.127
C: -2.724931 2.197326 0.592566  -0.225
C: -3.365123 3.425074 0.679619  0.027
C: -2.716539 4.570217 0.250495  0.014
C: -1.468032 4.426465 -0.336397  0.003
C: -0.894094 3.171574 -0.370581  -0.138
N: -1.452134 2.071946 0.163509  -0.001
H: -3.026104 -0.202461 -0.757181  0.127
H: -3.621574 0.663154 1.851655  0.130
H: -4.495567 1.028653 0.372821  0.155
H: -4.387051 3.464426 1.029754  0.140
H: -3.201473 5.534911 0.305185  0.137
H: -0.951499 5.262283 -0.785522  0.132
H: 0.034559 3.008180 -0.888107  0.067

Atoms 1-2, force components in eV/Å:
0.132 -0.305 -0.266
-0.075 0.099 -0.125

[2]
# CHClIO4S

An isolated ion of composition CHClIO4S and charge -1 in a non-equilibrium geometry (the ωB97M-V functional and the def2-TZVPD basis, the Open Molecules 2025 dataset).

The charge is -1. The calculation puts the frontier orbital gap (alpha / beta) at 0.2452 / 0.2456 Ha. The LUMO energy (alpha / beta) is 0.0961 / 0.0961 Ha. The spin multiplicity is 1. The value obtained for the molar mass is 271.4 g/mol.

Each line ends with the natural charge from an NBO analysis.
Positions of all 9 atoms, in Å:
C: -1.507306 -0.299393 0.741816  -0.667
O: 2.305506 1.511193 -0.651723  -0.993
O: 1.233643 -0.353717 -1.807994  -1.045
O: 1.411130 -0.339504 0.669353  -0.947
O: -0.095137 1.241123 -0.641891  -0.986
S: 1.188144 0.625013 -0.701047  2.531
Cl: -2.455039 -0.347183 2.198102  -0.061
I: 0.013821 -1.673958 0.408192  0.971
H: -2.094763 -0.363573 -0.214807  0.197

Atoms 1-2, force components in eV/Å:
0.210 -1.491 -1.364
0.866 0.478 0.550

[3]
# C26H40N6O5S

An isolated molecule of C26H40N6O5S in a non-equilibrium geometry (the ωB97M-V functional and the def2-TZVPD basis, the Open Molecules 2025 dataset).

The structure (SMILES) is Cc1ccc(S(=O)(=O)N2CCN(CC(=O)N(CC(C)C)c3c(N)n(CC(C)C)c(=O)[nH]c3=O)CC2)c(C)c1. The calculation puts the frontier orbital gap at 0.3183 Ha. The LUMO energy is 0.0193 Ha. The energy above the lowest of the compared OMol25 structures with the same formula, charge and spin comes out at 0.0 kJ/mol. The spin multiplicity is 1. The value obtained for the molar mass is 548.7 g/mol.

Each line ends with the natural charge from an NBO analysis.
Positions of all 78 atoms, in Å:
C: -7.445180 -2.897074 1.504532  -0.632
C: -6.283083 -2.136504 0.946187  0.032
C: -4.992214 -2.381680 1.402717  -0.235
C: -3.924250 -1.690417 0.862588  -0.155
C: -4.137770 -0.752897 -0.130719  -0.398
S: -2.715243 0.109802 -0.778947  2.319
O: -2.686627 0.057519 -2.213008  -0.944
O: -1.536350 -0.394901 -0.113097  -0.981
N: -3.082932 1.699205 -0.360863  -0.675
C: -2.308181 2.686116 -1.084099  -0.234
C: -0.875904 2.738804 -0.560349  -0.244
N: -0.872516 3.039749 0.862011  -0.434
C: 0.482448 3.175406 1.385010  -0.302
C: 1.286863 1.875015 1.325480  0.671
O: 1.028214 0.983112 2.122747  -0.643
N: 2.223320 1.666191 0.361081  -0.446
C: 2.763738 2.658551 -0.554527  -0.216
C: 3.064680 2.156226 -1.981397  -0.205
C: 1.856794 1.489450 -2.635249  -0.620
C: 4.291348 1.248212 -2.074833  -0.611
C: 3.044604 0.511335 0.572970  -0.146
C: 2.548707 -0.757199 0.360561  0.494
N: 1.305767 -0.949145 -0.137624  -0.793
N: 3.359135 -1.854035 0.560538  -0.448
C: 2.948070 -3.215713 0.249121  -0.224
C: 3.211809 -3.641414 -1.208593  -0.218
C: 4.662999 -3.369682 -1.598866  -0.617
C: 2.266396 -2.995915 -2.219365  -0.612
C: 4.615071 -1.735114 1.144960  0.804
O: 5.294282 -2.697174 1.429049  -0.634
N: 5.035195 -0.460851 1.377313  -0.632
C: 4.337169 0.726046 1.148565  0.652
O: 4.851136 1.793290 1.429831  -0.636
C: -1.658208 2.075777 1.625293  -0.262
C: -3.073677 1.968924 1.061853  -0.232
C: -5.414419 -0.480134 -0.608247  0.145
C: -5.639628 0.546157 -1.667464  -0.674
C: -6.472781 -1.189404 -0.052808  -0.253
H: -7.583401 -3.821474 0.943359  0.228
H: -8.362244 -2.318323 1.430362  0.220
H: -7.272825 -3.159814 2.545256  0.221
H: -4.825499 -3.112413 2.179590  0.217
H: -2.913276 -1.859917 1.198241  0.243
H: -2.319072 2.398332 -2.135724  0.237
H: -2.797560 3.656187 -0.958893  0.209
H: -0.330517 3.533564 -1.076251  0.204
H: -0.398962 1.771762 -0.784482  0.179
H: 0.963966 4.007779 0.873614  0.205
H: 0.395838 3.428006 2.445421  0.230
H: 2.043855 3.470330 -0.642793  0.198
H: 3.690420 3.058200 -0.126009  0.228
H: 3.298978 3.067357 -2.546314  0.201
H: 2.118887 1.150378 -3.635027  0.212
H: 1.528890 0.628884 -2.058418  0.216
H: 1.026656 2.185751 -2.723037  0.201
H: 4.061992 0.239241 -1.744810  0.200
H: 4.630358 1.196273 -3.107758  0.208
H: 5.105006 1.635290 -1.466803  0.216
H: 0.916728 -1.875740 -0.127489  0.400
H: 0.606622 -0.241849 0.036332  0.440
H: 1.898606 -3.366366 0.512315  0.192
H: 3.553793 -3.853351 0.899515  0.258
H: 3.045879 -4.724746 -1.231454  0.204
H: 4.879645 -3.812153 -2.568049  0.212
H: 5.344087 -3.788357 -0.863338  0.231
H: 4.848590 -2.299392 -1.666053  0.201
H: 2.396900 -1.917806 -2.246250  0.213
H: 1.226301 -3.217274 -1.990228  0.200
H: 2.478519 -3.385072 -3.212774  0.214
H: 5.941885 -0.370119 1.821264  0.430
H: -1.702821 2.428620 2.658513  0.209
H: -1.203069 1.077404 1.621994  0.219
H: -3.613955 1.161461 1.560226  0.219
H: -3.613909 2.908389 1.215905  0.208
H: -6.646310 0.471498 -2.070805  0.215
H: -4.911923 0.420489 -2.465014  0.253
H: -5.495587 1.542601 -1.252116  0.236
H: -7.474402 -0.996208 -0.409923  0.211

Atoms 1-2, force components in eV/Å:
0.004 -0.038 -0.039
0.108 0.041 0.027

[4]
# C5H13NO2

A 2-piece molecular cluster, C5H13NO2 overall in a non-equilibrium geometry (the ωB97M-V functional and the def2-TZVPD basis, the Open Molecules 2025 dataset).

The structure (SMILES) is CC(C)[C@H](N)C=O.O. The calculation puts the frontier orbital gap at 0.3706 Ha. The LUMO energy is 0.0233 Ha. The energy above the lowest of the compared OMol25 structures with the same formula, charge and spin comes out at 180.8 kJ/mol. The spin multiplicity is 1. The value obtained for the molar mass is 119.2 g/mol.

Each line ends with the natural charge from an NBO analysis.
Positions of all 21 atoms, in Å:
C: 1.029445 0.721843 -1.611975  -0.620
C: 0.290558 1.036237 -0.351960  -0.219
C: -1.033662 1.767492 -0.657580  -0.613
C: 0.023523 -0.233185 0.478599  -0.163
N: -0.818654 -1.263082 -0.120045  -0.874
C: -0.701700 0.253722 1.742716  0.426
O: -0.260151 1.060760 2.522877  -0.531
H: 0.757212 -0.159792 -2.207248  0.211
H: 0.947301 1.588029 -2.304358  0.215
H: 2.114229 0.622031 -1.373558  0.217
H: 0.939064 1.657170 0.308222  0.228
H: -1.449272 1.132764 -1.451715  0.195
H: -0.707400 2.690586 -1.146245  0.216
H: -1.766304 1.917979 0.108164  0.223
H: 0.967249 -0.698451 0.834614  0.199
H: -0.378611 -2.230403 -0.231128  0.387
H: -1.091034 -1.118206 -1.077668  0.367
H: -1.744708 -0.049374 1.962760  0.129
O: 0.808559 -3.251430 1.595516  -0.930
H: 0.369734 -2.393194 1.669743  0.467
H: 1.704621 -3.051495 1.310271  0.468

Atoms 1-2, force components in eV/Å:
1.667 0.773 -1.093
-0.403 -0.225 1.534

[5]
# C4H10N3

A 2-piece molecular cluster, C4H10N3 overall in a non-equilibrium geometry (the ωB97M-V functional and the def2-TZVPD basis, the Open Molecules 2025 dataset).

The charge is +1. The calculation puts the frontier orbital gap at 0.3593 Ha. The LUMO energy is -0.1737 Ha. The energy above the lowest of the compared OMol25 structures with the same formula, charge and spin comes out at 476.0 kJ/mol. The spin multiplicity is 1. The value obtained for the molar mass is 100.1 g/mol.

Each line ends with the natural charge from an NBO analysis.
Positions of all 17 atoms, in Å:
C: 1.434877 1.652799 -0.557780  -0.347
C: 1.627620 0.517054 0.085485  -0.080
C: -1.607773 0.213266 0.274727  0.339
C: 0.962098 -1.821343 -0.252945  -0.433
N: -0.610982 -0.079848 -0.458291  -0.342
N: -2.859234 0.566396 -0.012381  -0.750
N: 0.485063 -0.461057 0.161085  -0.190
H: 2.205067 2.435306 -0.490977  0.253
H: 0.429660 1.916726 -1.011181  0.245
H: 2.528733 0.032000 0.539424  0.244
H: -1.333067 0.215434 1.337752  0.154
H: 1.058224 -1.954807 -1.335646  0.261
H: 1.863201 -1.986629 0.454996  0.237
H: 0.136394 -2.584497 -0.135232  0.245
H: -3.227387 1.194963 0.676461  0.416
H: -3.270794 0.679924 -0.922746  0.430
H: 0.178307 -0.535688 1.647250  0.318

Atoms 1-2, force components in eV/Å:
-0.557 0.979 0.409
-0.210 -0.981 -0.068